Density functional theory data (wB97M-V/def2-TZVPD) for the molecule C3H6O.

XYZ file:
```
10
Properties=species:S:1:pos:R:3:forces:R:3
C -1.257 0.226 0.746 -0.7753 -0.0321 -0.9655
C 0.009 0.599 0.622 -0.7126 0.1563 -0.4405
C 0.957 -0.111 -0.316 -0.1975 0.3003 -0.0713
O 0.326 -0.639 -1.465 -0.3087 0.0961 -0.4149
H -2.057 0.634 1.341 0.4238 0.7184 0.4541
H -1.706 -0.416 -0.007 0.5103 -0.8039 0.2711
H 0.325 1.566 1.000 0.3776 -0.3822 0.7645
H 1.482 -0.902 0.226 0.2094 0.1640 0.0177
H 1.658 0.638 -0.681 0.3640 -0.1309 0.0641
H 0.264 -1.594 -1.466 0.1091 -0.0860 0.3206
```
Forces are in eV/Å.

Values from the calculation:
- SMILES = C=CCO
- multiplicity = 1
- energy relative to the best compared isomer or geometry (same formula, charge and spin) (kJ/mol) = 136.9
- highest occupied orbital energy (eV) = -9.59
- calculated total energy (eV) = -5254.2759
- Kohn-Sham gap (eV) = 10.511

Atom charges from the natural (NBO) analysis, given in e for atoms 1 to 8: atom 1 (C): -0.39, atom 2 (C): -0.21, atom 3 (C): -0.10, atom 4 (O): -0.72, atom 5 (H): 0.20, atom 6 (H): 0.19, atom 7 (H): 0.20, atom 8 (H): 0.18